{
  "formula": "C56H98N14",
  "method": "the ωB97M-V functional and the def2-TZVPD basis",
  "multiplicity": 1,
  "total_charge": 0,
  "homo_ev": -11.0,
  "energy_ev": -80519.4593,
  "e_lumo_ha": -0.012,
  "symbols": ["C", "C", "C", "C", "N", "H", "H", "H", "H", "H", "H", "H", "C", "C", "C", "C", "N", "H", "H", "H", "H", "H", "H", "H", "C", "C", "C", "C", "N", "H", "H", "H", "H", "H", "H", "H", "C", "C", "C", "C", "N", "H", "H", "H", "H", "H", "H", "H", "C", "C", "C", "C", "N", "H", "H", "H", "H", "H", "H", "H", "C", "C", "C", "C", "N", "H", "H", "H", "H", "H", "H", "H", "C", "C", "C", "C", "N", "H", "H", "H", "H", "H", "H", "H", "C", "C", "C", "C", "N", "H", "H", "H", "H", "H", "H", "H", "C", "C", "C", "C", "N", "H", "H", "H", "H", "H", "H", "H", "C", "C", "C", "C", "N", "H", "H", "H", "H", "H", "H", "H", "C", "C", "C", "C", "N", "H", "H", "H", "H", "H", "H", "H", "C", "C", "C", "C", "N", "H", "H", "H", "H", "H", "H", "H", "C", "C", "C", "C", "N", "H", "H", "H", "H", "H", "H", "H", "C", "C", "C", "C", "N", "H", "H", "H", "H", "H", "H", "H"],
  "xyz": [[-0.31346, -4.82232, -6.17289], [0.92646, -4.13549, -5.59915], [1.65043, -4.84400, -4.44517], [0.88606, -4.87918, -3.19975], [0.33736, -4.90178, -2.19358], [-0.52105, -4.28947, -7.10166], [-1.23172, -4.80878, -5.58620], [-0.14291, -5.87861, -6.39305], [0.67237, -3.11943, -5.28701], [1.66930, -3.99055, -6.38509], [2.57663, -4.31096, -4.22990], [1.77672, -5.90359, -4.68186], [-2.18988, -2.69032, -3.44519], [-2.24748, -1.78896, -2.20843], [-3.64821, -1.44615, -1.72859], [-4.52190, -0.79041, -2.71974], [-5.24838, -0.27193, -3.44050], [-2.58397, -2.20656, -4.33654], [-2.72999, -3.61111, -3.21155], [-1.16271, -3.00974, -3.60909], [-1.71551, -0.85057, -2.38789], [-1.74601, -2.29560, -1.38537], [-3.54581, -0.69998, -0.93230], [-4.22629, -2.27662, -1.31898], [0.63841, -2.06919, -0.29399], [-0.21567, -1.27793, 0.68620], [0.25514, 0.15854, 0.95728], [0.34952, 0.93286, -0.27781], [0.43934, 1.52412, -1.25901], [0.28096, -3.09825, -0.33106], [1.65996, -2.16717, 0.08922], [0.75728, -1.69153, -1.31051], [-0.18311, -1.75419, 1.67054], [-1.28417, -1.28376, 0.46645], [1.18681, 0.28419, 1.50863], [-0.54244, 0.67187, 1.50592], [3.91924, 0.36246, -0.58475], [3.80152, 1.73485, 0.06823], [5.09693, 2.57368, -0.00846], [6.33885, 1.94977, 0.42817], [7.32541, 1.46054, 0.74665], [4.50247, 0.49219, -1.49642], [2.97317, -0.15507, -0.74129], [4.44723, -0.34868, 0.05613], [3.56559, 1.67024, 1.13210], [3.05979, 2.33680, -0.45874], [5.00037, 3.56804, 0.42719], [5.31950, 2.76910, -1.06681], [2.18164, -6.59939, 0.48488], [2.34239, -5.21897, 1.12367], [3.53106, -4.39855, 0.66406], [3.69230, -4.12757, -0.75418], [3.82409, -3.91637, -1.87663], [1.83489, -6.52885, -0.54544], [1.52635, -7.24968, 1.06354], [3.14104, -7.12601, 0.51431], [2.40992, -5.40460, 2.20023], [1.38580, -4.69194, 1.09205], [4.45724, -4.80543, 1.07012], [3.37577, -3.39060, 1.06869], [-3.32326, 5.88994, 0.38479], [-2.41704, 5.48228, -0.77531], [-1.52617, 4.28644, -0.49440], [-2.26835, 3.01894, -0.44668], [-2.85818, 2.03390, -0.41446], [-2.73104, 6.06032, 1.28502], [-3.99351, 5.05292, 0.59779], [-3.90093, 6.76091, 0.08913], [-1.78390, 6.31707, -1.08260], [-3.02549, 5.23849, -1.65000], [-1.12460, 4.39995, 0.51886], [-0.74509, 4.11004, -1.23447], [5.40055, -2.92285, 3.41065], [5.16649, -1.47297, 3.09320], [3.82126, -0.92244, 3.63599], [2.62266, -1.50808, 3.03444], [1.66141, -1.96459, 2.59635], [4.54651, -3.53219, 3.10696], [5.44593, -3.07204, 4.49193], [6.31082, -3.27025, 2.92552], [5.20992, -1.27742, 2.01913], [5.93469, -0.81633, 3.50116], [3.81821, 0.16074, 3.51687], [3.77842, -1.10488, 4.71080], [-2.45682, -2.71829, 4.31399], [-3.52754, -2.45645, 5.36713], [-3.87598, -3.65230, 6.27259], [-4.26756, -4.78832, 5.43288], [-4.56925, -5.69629, 4.79836], [-2.85492, -3.49154, 3.65078], [-1.53400, -3.09096, 4.76131], [-2.19114, -1.88265, 3.66748], [-4.45029, -2.12587, 4.88598], [-3.22106, -1.61308, 5.99235], [-4.71409, -3.33959, 6.89789], [-3.09846, -3.88827, 6.99801], [-2.50958, 1.66694, 3.60504], [-3.27611, 2.88850, 4.07074], [-2.50917, 4.21057, 3.91708], [-1.54157, 4.36359, 5.00815], [-0.76503, 4.47587, 5.84541], [-3.02752, 0.75934, 3.91519], [-1.54531, 1.64814, 4.12101], [-2.37947, 1.69241, 2.52170], [-3.61046, 2.76231, 5.10231], [-4.20784, 3.03264, 3.51538], [-3.19185, 5.05421, 4.01052], [-1.90768, 4.20208, 3.00669], [-5.40287, -2.24776, 1.63508], [-4.51734, -1.05871, 1.99300], [-5.22513, 0.25197, 1.56331], [-6.49182, 0.49290, 2.21943], [-7.51117, 0.68569, 2.71122], [-6.34528, -2.17974, 2.17819], [-4.90334, -3.17946, 1.91899], [-5.59171, -2.41568, 0.57328], [-3.56451, -1.14077, 1.46998], [-4.38798, -1.03235, 3.07285], [-5.39788, 0.19518, 0.48470], [-4.54925, 1.10256, 1.66754], [3.54289, -1.23674, -5.04325], [2.70804, -0.71854, -3.89915], [1.65639, 0.31695, -4.30176], [0.46468, -0.16719, -4.98409], [-0.48450, -0.53887, -5.51419], [4.20476, -2.02959, -4.69009], [4.16021, -0.43673, -5.46316], [3.01650, -1.62676, -5.91817], [3.35635, -0.20515, -3.18941], [2.29609, -1.54647, -3.31634], [2.05951, 1.14430, -4.89015], [1.29096, 0.80070, -3.38859], [2.26233, 3.91049, -4.75916], [3.03237, 4.02367, -3.45901], [2.19117, 4.52611, -2.29272], [1.53014, 5.81027, -2.54881], [1.00595, 6.81498, -2.73875], [1.31957, 3.37474, -4.62011], [2.86045, 3.44062, -5.53912], [1.95157, 4.88737, -5.13731], [3.83754, 4.74178, -3.64054], [3.52158, 3.07674, -3.22169], [2.78454, 4.58430, -1.37816], [1.36381, 3.85869, -2.02788], [0.74835, 1.70944, 4.00129], [0.61146, 2.46913, 5.31024], [1.91319, 2.64220, 6.10490], [2.59466, 1.38137, 6.38104], [3.11359, 0.37844, 6.59630], [1.56160, 2.11397, 3.38436], [-0.11062, 1.72855, 3.32800], [0.98685, 0.64785, 4.11968], [-0.20759, 2.00464, 5.85746], [0.29932, 3.47658, 5.02860], [1.62874, 3.05949, 7.07515], [2.54437, 3.42081, 5.68075], [-1.62471, 4.35532, -4.28740], [-1.41500, 2.85547, -4.08659], [-2.66769, 1.98550, -4.19500], [-3.36705, 2.25709, -5.46376], [-3.91879, 2.50148, -6.43565], [-1.94273, 4.57242, -5.31058], [-0.77489, 4.97422, -4.01247], [-2.51779, 4.64707, -3.72544], [-1.03320, 2.76325, -3.06242], [-0.65071, 2.37898, -4.70422], [-3.33667, 2.13744, -3.34893], [-2.38062, 0.93555, -4.27957]],
  "atomic_forces_ev_per_a": [[0.2, 0.0, -0.4], [-0.2, 0.2, 0.4], [-0.8, -0.1, 0.0], [0.1, 0.3, 0.0], [-0.3, -0.1, 0.3], [-0.3, -0.3, -0.1], [0.2, 0.4, 0.4], [0.2, 0.1, -0.2], [-0.1, 0.0, 0.1], [0.0, -0.2, -0.1], [0.2, -0.4, 0.0], [0.6, 0.1, -0.2], [0.0, -0.1, 0.7], [0.1, -0.3, -0.5], [-0.5, 0.8, 0.1], [0.3, -0.3, 0.2], [0.0, 0.1, -0.1], [0.0, -0.1, 0.0], [-0.2, 0.0, -0.3], [0.1, 0.2, -0.2], [0.1, 0.0, 0.0], [0.0, 0.0, 0.0], [-0.1, -0.1, 0.1], [0.3, -0.2, -0.1], [0.4, -0.5, 0.5], [0.1, 0.0, 0.6], [-1.0, 0.5, -0.6], [0.3, 0.0, -0.2], [0.1, 0.1, 0.0], [-0.1, 0.0, -0.3], [-0.1, 0.2, 0.1], [-0.5, 0.2, 0.0], [0.1, -0.1, -0.4], [0.1, 0.3, -0.6], [0.0, -0.4, 0.0], [0.2, -0.1, 0.3], [0.4, -0.1, 0.6], [0.5, 0.3, 0.3], [0.2, 0.0, -1.3], [-0.3, -0.1, 0.5], [0.2, -0.1, 0.1], [-0.2, -0.4, -0.2], [-0.2, 0.5, -0.4], [0.4, 0.2, 0.0], [-0.5, -0.1, 0.0], [-0.2, -0.1, 0.3], [-0.1, -0.1, 0.3], [-0.3, 0.1, -0.1], [0.6, 0.0, 0.0], [-1.2, -1.1, 0.5], [-0.3, 0.9, 0.5], [-0.2, -0.6, -0.7], [0.0, 0.1, 0.1], [0.0, -0.1, 0.0], [-0.3, 0.3, -0.1], [0.1, 0.1, -0.3], [0.6, 0.3, 0.0], [0.2, 0.3, -0.6], [0.1, 0.0, -0.1], [0.3, -0.1, 0.3], [0.3, -0.8, -0.4], [-0.2, 0.4, -0.7], [-0.3, -0.6, 0.6], [-0.2, 0.1, 0.0], [0.0, -0.1, 0.1], [-0.1, 0.3, 0.0], [-0.2, 0.2, 0.1], [-0.1, 0.1, 0.3], [0.1, 0.0, 0.1], [0.0, 0.1, 0.1], [0.5, 0.0, -0.2], [0.2, 0.4, 0.1], [-0.3, -0.2, 0.4], [-0.6, 0.9, -0.3], [0.7, -0.2, 0.1], [0.1, 0.1, 0.1], [0.8, -0.2, 0.6], [0.1, 0.0, -0.3], [0.4, 0.0, 0.0], [0.0, -0.2, 0.1], [0.0, -0.2, -0.1], [0.1, -0.2, 0.2], [-0.3, 0.0, -0.1], [-0.1, 0.0, 0.0], [-0.2, -0.8, -0.1], [0.3, 0.9, 0.1], [-0.2, 0.7, -0.3], [0.1, -0.3, 0.7], [0.0, 0.1, -0.1], [0.3, -0.1, -0.1], [0.0, 0.0, 0.0], [-0.2, 0.3, 0.3], [0.0, -0.1, -0.1], [0.0, -0.1, 0.2], [-0.2, -0.2, -0.1], [0.3, -0.3, -0.4], [-0.1, 0.2, 0.7], [-0.9, 0.3, -0.2], [0.4, -0.5, 0.9], [-0.6, 0.8, 0.2], [-1.5, 1.5, 0.6], [-0.1, -0.1, -0.3], [-0.5, -0.1, -0.2], [0.1, -0.2, 0.0], [0.2, 0.1, 0.1], [0.1, -0.3, -0.2], [0.1, 0.1, -0.5], [-0.4, 0.3, -0.3], [0.5, -0.8, 0.4], [-1.2, 0.3, -0.5], [1.1, -0.3, -0.7], [-0.2, 0.1, 0.1], [0.0, 0.0, 0.1], [-0.1, -0.1, -0.1], [-0.1, 0.0, 0.3], [-0.1, 0.6, -0.1], [0.1, 0.2, 0.2], [0.3, -0.1, 0.0], [-0.2, 0.0, 0.0], [-0.2, 0.1, 0.2], [0.6, -0.1, -0.6], [-0.1, 0.1, -0.1], [-0.3, 0.4, 0.7], [0.1, -0.3, -0.2], [0.0, 0.0, 0.0], [0.1, 0.1, 0.0], [0.1, 0.0, 0.2], [-0.5, -0.1, 0.3], [0.1, 0.0, -0.1], [-0.4, 0.1, -0.2], [0.3, -0.2, -0.2], [-0.1, 0.0, 0.0], [-0.6, 0.1, -0.2], [0.3, 0.4, -0.5], [-0.5, -0.2, 0.4], [0.4, 0.2, 0.1], [0.0, -0.1, 0.0], [0.2, -0.3, -0.1], [-0.1, -0.1, 0.0], [0.2, 0.1, 0.1], [0.1, -0.1, 0.2], [-0.2, -0.1, 0.3], [0.1, 0.3, 0.0], [0.2, -0.4, -0.3], [1.2, -0.6, -0.8], [0.6, -0.4, -1.7], [-1.0, 0.0, 0.7], [0.4, 0.0, -0.2], [-0.1, 0.1, -0.1], [0.1, 0.1, 0.2], [0.3, 0.3, 0.4], [0.0, -0.1, 0.2], [0.2, 0.2, 0.5], [1.1, -1.3, 0.2], [0.0, 0.0, 0.1], [0.3, -0.4, -0.3], [-1.0, -0.4, -0.8], [0.5, 0.0, 1.0], [0.1, 0.1, -0.8], [-0.1, 0.0, 0.8], [-0.1, 0.1, -0.5], [0.4, 0.0, -0.1], [0.0, 0.0, 0.0], [0.3, 0.1, 0.3], [0.0, -0.4, 0.0], [0.0, 0.5, -0.3], [-0.1, -0.1, -0.1], [0.0, 0.0, 0.4]],
  "lowdin_charge": [-0.09, -0.26, -0.18, -0.23, 0.18, 0.08, 0.07, 0.07, 0.08, 0.11, 0.09, 0.12, -0.10, -0.26, -0.19, -0.23, 0.16, 0.07, 0.08, 0.03, 0.10, 0.08, 0.08, 0.11, -0.11, -0.25, -0.16, -0.20, 0.20, 0.05, 0.04, 0.06, 0.06, 0.09, 0.09, 0.09, -0.08, -0.24, -0.19, -0.24, 0.15, 0.08, 0.05, 0.06, 0.10, 0.07, 0.12, 0.11, -0.10, -0.26, -0.20, -0.21, 0.17, 0.05, 0.07, 0.08, 0.11, 0.09, 0.12, 0.08, -0.09, -0.26, -0.18, -0.23, 0.20, 0.06, 0.08, 0.08, 0.11, 0.10, 0.11, 0.08, -0.10, -0.25, -0.18, -0.17, 0.20, 0.05, 0.09, 0.08, 0.09, 0.11, 0.11, 0.09, -0.11, -0.27, -0.18, -0.24, 0.15, 0.07, 0.08, 0.05, 0.09, 0.11, 0.12, 0.12, -0.09, -0.23, -0.15, -0.19, 0.17, 0.07, 0.04, 0.06, 0.12, 0.11, 0.13, 0.11, -0.09, -0.25, -0.20, -0.24, 0.15, 0.08, 0.07, 0.07, 0.09, 0.07, 0.11, 0.07, -0.10, -0.25, -0.18, -0.21, 0.18, 0.07, 0.08, 0.07, 0.08, 0.10, 0.10, 0.08, -0.10, -0.25, -0.19, -0.24, 0.16, 0.05, 0.08, 0.08, 0.12, 0.10, 0.11, 0.07, -0.12, -0.29, -0.17, -0.21, 0.16, 0.08, 0.02, 0.07, 0.12, 0.03, 0.12, 0.13, -0.08, -0.27, -0.19, -0.24, 0.15, 0.08, 0.05, 0.07, 0.06, 0.08, 0.10, 0.08]
}